Formula: C3H9N4
Source: the OMol25 dataset
Level of theory: ωB97M-V/def2-TZVPD

Output
**Total charge**: +1
**Total energy**: -9206.784 eV
**M**: 101.1 g mol⁻¹
**ΔE to the lowest compared entry with this formula, charge and spin**: 466.8 kJ/mol
**E_HOMO**: -0.48240 hartree

CARTESIAN COORDINATES (ANGSTROEM)
C 0.90212 -0.49029 1.30454
C -2.80054 -1.10339 -0.49866
C 0.88900 1.37764 -0.16361
N 0.15114 2.06382 0.55462
N 1.43897 0.10023 0.28674
N 2.18948 -0.65732 -0.51822
N -1.99159 -0.19824 -0.76295
H 0.17507 0.07342 1.70126
H 1.14810 -1.41681 1.56731
H -2.69964 -2.03379 -0.97983
H -3.52393 -1.08077 0.30888
H 1.33233 1.57049 -1.17527
H -0.09449 3.03879 0.24664
H 2.25602 -1.66588 -0.25451
H 2.67653 -0.30407 -1.34697
H -2.04856 0.72618 -0.26997

Forces on the atoms, in the same order (eV/Å):
C 1.156 3.275 -2.694
C -0.550 0.135 1.642
C 1.172 1.283 -2.096
N 0.157 0.536 0.284
N -1.636 -2.371 1.295
N 1.279 -1.143 -1.062
N 1.687 2.099 -0.541
H -2.506 1.667 2.091
H 1.050 -3.607 1.071
H 0.059 -1.128 -0.867
H -0.476 0.280 0.025
H -0.605 0.188 0.818
H 0.269 -1.530 -0.065
H -0.013 1.606 -0.603
H -0.428 0.076 0.856
H -0.615 -1.366 -0.154